No. 1
2 unconnected molecules or ions with the total composition C2H4N2O2 at a distorted geometry, computed with ωB97M-V/def2-TZVPD.

Results
Frontier orbital gap (alpha / beta) ... 7.4037 / 9.5637 eV
Lowest unoccupied orbital energy (alpha / beta) ... 0.3 / 0.6 eV
HOMO level (alpha / beta) ... -0.262 / -0.331 Eh

Last column: Löwdin charge in e.
CARTESIAN COORDINATES (ANGSTROEM)
C: 0.864 -0.863 0.289  -0.233
C: 1.089 0.525 0.731  -0.036
N: -1.709 0.237 -0.539  -0.103
N: -1.299 -0.955 -1.102  0.014
O: 1.397 -1.887 0.326  0.138
O: -1.065 0.210 -1.793  -0.130
H: 0.789 0.420 1.802  0.117
H: 0.540 1.246 0.106  0.079
H: 2.109 0.631 0.715  0.050
H: -2.715 0.437 -0.536  0.103

***

No. 2
A molecular structure, C29H29N2O5Rh at a distorted geometry, computed with ωB97M-V/def2-TZVPD.

Results
Frontier orbital gap (alpha / beta) ... 6.0919 / 5.1473 eV
Expectation value of S² ... 6.059
2S+1 ... 5
Lowest unoccupied orbital energy (alpha / beta) ... -0.2 / -3.5 eV
HOMO level (alpha / beta) ... -0.233 / -0.318 Eh

Last column: Löwdin charge in e.
CARTESIAN COORDINATES (ANGSTROEM)
C: -2.425 0.975 0.401  -0.146
C: -1.469 2.047 0.312  -0.174
C: -0.639 1.775 -0.845  -0.247
H: -1.389 2.911 0.965  0.126
C: -1.140 0.584 -1.472  -0.166
C: -2.221 0.084 -0.696  -0.113
H: -0.752 0.148 -2.395  0.095
C: 0.442 -0.681 2.778  -0.074
C: -0.029 0.673 2.716  -0.139
C: 0.881 1.421 1.858  -0.158
H: -0.824 1.119 3.292  0.114
C: 1.866 0.467 1.347  -0.236
C: 1.550 -0.815 1.902  -0.027
H: 0.166 2.421 -1.229  0.109
H: -2.790 -0.823 -0.914  0.127
H: -3.187 0.887 1.175  0.115
H: 2.076 -1.733 1.653  0.118
H: 0.940 2.502 1.758  0.119
H: 0.085 -1.458 3.443  0.122
Rh: -0.368 0.376 0.541  1.106
C: 3.093 0.775 0.501  -0.487
C: 4.291 -0.036 1.025  -0.034
C: 3.452 2.271 0.531  -0.028
H: 4.497 0.241 2.067  0.097
H: 5.169 0.186 0.410  0.075
H: 4.092 -1.113 0.970  0.083
H: 3.669 2.587 1.562  0.096
H: 2.645 2.894 0.119  0.080
H: 4.352 2.416 -0.079  0.089
C: 2.742 0.360 -0.949  -0.065
C: 3.850 0.486 -1.984  -0.457
H: 1.883 0.965 -1.279  0.085
H: 2.413 -0.694 -0.960  0.144
O: 5.054 0.543 -1.732  0.038
N: 3.418 0.523 -3.283  0.056
C: 2.036 0.555 -3.757  -0.139
H: 4.155 0.450 -3.976  0.152
C: 1.459 1.955 -3.809  -0.229
C: 0.190 2.144 -4.367  -0.064
H: -0.344 1.276 -4.764  0.118
C: -0.378 3.417 -4.416  -0.078
H: -1.382 3.546 -4.825  0.107
C: 0.348 4.520 -3.948  -0.090
H: -0.084 5.519 -4.006  0.102
C: 1.628 4.345 -3.417  -0.076
H: 2.212 5.193 -3.056  0.106
C: 2.185 3.061 -3.352  -0.042
H: 3.199 2.921 -2.973  0.113
H: 1.406 -0.085 -3.114  0.111
H: 2.020 0.105 -4.761  0.135
O: -2.569 -0.660 2.680  -0.052
C: -2.324 -1.738 2.065  -0.588
O: -1.446 -1.960 1.150  -0.056
C: -3.200 -2.928 2.452  -0.112
C: -3.149 -4.127 1.711  -0.014
C: -3.946 -5.206 2.071  -0.006
C: -4.814 -5.112 3.179  -0.149
C: -4.876 -3.913 3.916  -0.003
C: -4.085 -2.832 3.553  -0.006
N: -5.622 -6.231 3.562  -0.391
O: -5.534 -7.282 2.885  0.153
O: -6.382 -6.127 4.552  0.110
H: -2.484 -4.195 0.854  0.114
H: -3.906 -6.132 1.513  0.108
H: -5.548 -3.856 4.765  0.111
H: -4.160 -1.908 4.125  0.116

***

No. 3
A molecular structure, C42H32F6N7O4PdSe at a distorted geometry, computed with ωB97M-V/def2-TZVPD.

Results
Frontier orbital gap ... 5.0325 eV
Total charge ... +1
Lowest unoccupied orbital energy ... -3.3 eV
HOMO level ... -0.306 Eh

Last column: Löwdin charge in e.
CARTESIAN COORDINATES (ANGSTROEM)
Pd: -1.333 -2.400 -1.951  0.783
C: 8.854 -2.310 7.256  -0.071
O: 7.460 -2.280 7.523  -0.069
C: 6.615 -2.254 6.471  -0.280
C: 5.253 -2.225 6.780  0.014
C: 4.313 -2.204 5.776  -0.013
C: 4.700 -2.209 4.432  -0.160
C: 6.055 -2.233 4.135  -0.026
C: 7.015 -2.256 5.139  -0.011
C: 3.666 -2.189 3.395  -0.254
N: 2.375 -2.109 3.619  0.191
C: 1.787 -2.117 2.381  -0.169
C: 2.733 -2.195 1.390  -0.127
N: 3.937 -2.239 2.052  0.184
C: 2.422 -2.181 -0.003  -0.065
C: 3.355 -2.154 -1.049  0.013
C: 2.911 -2.093 -2.344  -0.022
C: 1.537 -2.094 -2.593  -0.124
N: 0.648 -2.127 -1.616  -0.021
C: 1.057 -2.141 -0.329  -0.115
C: 0.042 -2.074 0.703  -0.137
N: -1.246 -2.020 0.305  0.059
C: -2.202 -2.016 1.207  -0.090
C: -1.940 -2.039 2.583  -0.025
C: -0.638 -2.048 3.009  0.019
C: 0.392 -2.067 2.057  -0.068
H: 9.344 -2.315 8.224  0.095
H: 9.169 -1.425 6.699  0.096
H: 9.132 -3.211 6.707  0.097
H: 4.963 -2.226 7.822  0.125
H: 3.257 -2.188 6.011  0.114
H: 6.400 -2.235 3.107  0.105
H: 8.059 -2.278 4.866  0.104
H: 4.845 -2.344 1.637  0.148
H: 4.417 -2.164 -0.835  0.118
H: 3.604 -2.045 -3.172  0.116
H: 1.144 -2.059 -3.598  0.081
H: -3.218 -2.001 0.829  0.123
H: -2.761 -2.060 3.286  0.112
H: -0.375 -2.055 4.060  0.123
C: -5.772 3.795 -2.827  -0.059
C: -5.431 3.040 -1.548  -0.183
N: -4.288 2.140 -1.718  -0.034
C: -4.513 0.802 -1.818  0.032
C: -3.595 -0.132 -2.167  -0.020
C: -4.130 -1.576 -2.178  -0.586
O: -5.346 -1.687 -2.144  0.043
O: -3.317 -2.572 -2.182  -0.163
C: -2.269 0.310 -2.520  -0.317
O: -1.405 -0.403 -3.028  -0.030
C: -1.984 1.735 -2.247  -0.041
C: -0.689 2.213 -2.403  0.088
C: -0.413 3.540 -2.226  -0.190
F: 0.859 3.974 -2.402  0.061
C: -1.408 4.455 -1.875  -0.149
C: -2.691 3.975 -1.683  0.046
C: -3.005 2.626 -1.883  -0.128
N: -1.175 5.847 -1.697  -0.114
C: -1.923 6.792 -2.515  -0.117
C: -2.375 7.938 -1.590  -0.070
N: -1.423 7.956 -0.426  0.051
C: -0.009 7.809 -0.905  -0.070
C: 0.160 6.358 -1.407  -0.129
H: -6.589 4.494 -2.645  0.082
H: -6.089 3.095 -3.600  0.090
H: -4.913 4.348 -3.210  0.058
H: -6.279 2.424 -1.261  0.124
H: -5.231 3.724 -0.720  0.113
H: -5.521 0.464 -1.610  0.143
H: 0.094 1.521 -2.688  0.142
H: -3.452 4.676 -1.365  0.111
H: -2.781 6.309 -2.971  0.129
H: -1.296 7.189 -3.321  0.137
H: -3.376 7.779 -1.196  0.135
H: -2.341 8.905 -2.087  0.137
H: -1.626 7.119 0.127  0.182
H: -1.550 8.786 0.151  0.187
H: 0.675 8.035 -0.091  0.137
H: 0.145 8.535 -1.699  0.136
H: 0.611 5.734 -0.639  0.137
H: 0.827 6.359 -2.272  0.132
F: -2.761 -9.174 -1.310  0.125
C: -2.348 -8.029 -1.857  -0.143
C: -2.130 -6.916 -1.073  -0.146
F: -2.315 -6.980 0.251  0.115
C: -1.706 -5.738 -1.657  -0.241
F: -1.461 -4.706 -0.831  0.019
C: -1.511 -5.597 -3.026  -0.494
Se: -1.009 -3.985 -3.907  0.776
C: -1.719 -6.749 -3.778  -0.263
F: -1.516 -6.713 -5.100  0.069
C: -2.127 -7.943 -3.218  -0.145
F: -2.311 -9.022 -3.985  0.122

***

Total energy? In order: -338.3315, -1718.4306, -5432.2754 Ha.
Energy above the lowest of the compared OMol25 structures with the same formula, charge and spin? In order: 201.9, 0.0, 40.4 kcal/mol.